Record 1
The following is a DFT calculation (ωB97M-V/def2-TZVPD) of a structure of composition C33H39BCl5N6S3V.

Computed properties:
- expectation value of S² = 2.038
- electronic energy (eV) = -165265.599
- 2S+1 = 3
- HOMO level (spin up / spin down) (eV) = -13.55 / -13.58
- E_LUMO (spin up / spin down) (eV) = -7.02 / -7.26
- charge = +2

Element x y z (Å)
V1 2.691392 -1.302596 1.268834
C1 -0.008346 0.219593 5.143017
C2 -0.426551 -0.243825 3.787494
C3 -1.621084 -0.842556 3.524006
C4 -1.950417 -1.307015 2.219150
N1 -1.134506 -1.121963 1.221704
N2 0.031878 -0.484137 1.462719
B1 0.703793 -0.072984 0.170477
N3 0.312631 -0.865803 -1.025571
N4 -0.383486 -0.128129 -1.918492
C5 -0.917701 -0.755513 -2.927228
C6 -0.764372 -2.164584 -3.071768
C7 -0.043668 -2.900797 -2.184028
C8 0.160556 -4.375773 -2.294518
C9 0.538710 -2.179007 -1.102251
S1 1.495455 -2.939022 0.099215
C10 -1.714649 0.058275 -3.927658
C11 -3.155694 -0.475235 -3.940803
C12 -1.078407 -0.111961 -5.314401
C13 -1.723965 1.536863 -3.545862
N5 0.965643 1.379265 -0.029110
N6 -0.025383 2.251420 0.179304
C14 0.239792 3.496784 -0.130217
C15 1.514729 3.860217 -0.653423
C16 2.520109 2.953979 -0.830369
C17 3.883695 3.280276 -1.343982
C18 2.188712 1.632145 -0.456854
S2 3.181786 0.213710 -0.504613
C19 -0.843517 4.535174 0.081223
C20 -1.190894 5.145373 -1.285193
C21 -0.302781 5.623092 1.021923
C22 -2.094787 3.908254 0.690037
C23 0.465079 -0.105724 2.684998
S3 2.064613 0.480527 2.802122
C24 -3.260686 -2.001403 1.870090
C25 -4.087629 -2.303812 3.119426
C26 -2.938714 -3.315040 1.144369
C27 -4.052101 -1.073341 0.938409
H1 -0.814677 0.094161 5.861054
H2 0.280533 1.271425 5.112334
H3 0.864828 -0.339861 5.483207
H4 -2.328525 -0.988521 4.328535
H5 -1.229203 -2.653713 -3.918111
H6 -0.362296 -4.775906 -3.159640
H7 -0.205872 -4.877305 -1.396891
H8 1.222128 -4.611653 -2.384545
H9 -3.206978 -1.522308 -4.243174
H10 -3.747398 0.098337 -4.654140
H11 -3.621089 -0.375214 -2.958382
H12 -1.083765 -1.150562 -5.648596
H13 -0.048105 0.248049 -5.325268
H14 -1.644109 0.465789 -6.045419
H15 -2.170442 1.698518 -2.563464
H16 -2.310883 2.084150 -4.284018
H17 -0.716789 1.957339 -3.535927
H18 1.689583 4.899271 -0.902335
H19 3.953007 4.326666 -1.630434
H20 4.125208 2.661293 -2.209542
H21 4.634035 3.075097 -0.578024
H22 -0.331195 5.624515 -1.756752
H23 -1.958342 5.908472 -1.156330
H24 -1.578207 4.385238 -1.966251
H25 0.553028 6.148996 0.595991
H26 -0.004287 5.202493 1.983948
H27 -1.079705 6.364728 1.206147
H28 -2.507721 3.126417 0.051759
H29 -2.849990 4.684542 0.812264
H30 -1.893985 3.473906 1.670394
H31 -3.551578 -2.950240 3.817755
H32 -4.997846 -2.826421 2.827878
H33 -4.395930 -1.396623 3.642704
H34 -2.386001 -4.001945 1.787934
H35 -2.354827 -3.136671 0.240492
H36 -3.870569 -3.801500 0.854936
H37 -4.295048 -0.126980 1.425590
H38 -4.988014 -1.557579 0.658574
H39 -3.488636 -0.859647 0.028958
Cl1 5.756855 -1.742397 -1.000220
C28 5.653539 -2.447215 0.570617
C29 4.472053 -2.324165 1.296024
C30 4.426143 -2.977644 2.508089
Cl2 2.840554 -2.913805 3.326615
C31 5.460962 -3.694503 3.080746
Cl3 5.289539 -4.460689 4.595256
C32 6.647725 -3.761069 2.346062
Cl4 7.980726 -4.607659 2.985958
C33 6.741006 -3.149545 1.084785
Cl5 8.191330 -3.272788 0.190681

Force components x, y, z for each atom (eV/Å):
V 0.45 -0.65 0.36
C -0.01 0.03 -0.03
C 0.07 -0.06 -0.08
C -0.06 -0.01 0.10
C -0.07 -0.01 -0.03
N 0.13 0.07 0.00
N -0.16 -0.06 -0.15
B -0.14 0.05 -0.02
N -0.15 0.11 -0.18
N 0.08 -0.11 0.09
C 0.00 0.01 0.00
C -0.07 0.03 -0.09
C 0.10 -0.01 0.11
C -0.03 -0.01 0.00
C -0.04 0.16 -0.04
S 0.11 -0.25 0.09
C 0.00 -0.03 0.02
C 0.00 0.00 0.00
C 0.01 0.00 -0.03
C -0.01 0.05 -0.04
N -0.35 0.11 0.14
N 0.13 0.04 -0.05
C -0.02 -0.07 0.08
C -0.05 0.12 -0.02
C 0.12 -0.09 -0.01
C -0.02 0.00 0.01
C 0.04 -0.04 0.03
S 0.02 0.14 -0.24
C 0.03 0.02 -0.02
C 0.00 0.01 -0.02
C 0.03 0.00 0.00
C -0.04 0.00 0.02
C 0.06 0.17 -0.03
S 0.10 -0.02 0.05
C 0.05 -0.04 0.05
C 0.00 0.00 0.03
C -0.05 -0.03 -0.04
C -0.02 0.01 -0.04
H 0.00 -0.01 0.00
H 0.00 0.00 0.02
H 0.00 0.00 0.01
H 0.00 -0.01 -0.01
H 0.01 -0.01 0.01
H 0.00 0.01 0.00
H 0.01 -0.02 -0.01
H 0.00 0.01 0.00
H 0.00 0.00 0.00
H 0.01 0.00 0.00
H 0.00 0.00 0.00
H 0.00 0.00 0.01
H 0.00 0.00 0.01
H 0.00 0.00 0.01
H 0.00 -0.02 0.00
H 0.00 0.00 0.01
H 0.00 -0.02 0.00
H 0.01 -0.01 -0.01
H 0.00 0.00 0.00
H 0.00 0.00 0.00
H 0.01 0.00 -0.01
H 0.00 0.00 0.01
H 0.00 -0.01 0.00
H 0.00 0.00 0.00
H 0.00 0.00 0.01
H -0.01 0.00 0.00
H -0.01 -0.01 -0.02
H 0.01 0.01 -0.01
H 0.00 -0.01 0.00
H 0.02 0.01 0.00
H 0.00 0.00 0.00
H 0.01 0.00 -0.02
H 0.00 0.01 -0.01
H 0.01 0.01 0.00
H 0.01 0.02 0.01
H 0.01 -0.01 0.02
H 0.01 0.00 0.01
H 0.00 0.01 0.01
H 0.01 0.00 0.00
Cl 0.02 -0.03 0.04
C -0.10 0.11 -0.10
C -0.25 0.28 0.12
C -0.25 -0.14 0.24
Cl 0.20 0.18 -0.31
C 0.04 0.03 -0.11
Cl -0.01 0.00 0.02
C 0.04 -0.01 0.00
Cl -0.01 0.00 0.00
C 0.01 -0.02 0.04
Cl 0.00 0.00 0.00

***

Record 2
The following is a DFT calculation (ωB97M-V/def2-TZVPD) of a cluster of 2 separate species, C6H12O6 in total.

Computed properties:
- SMILES = C1OCOCO1.C1OCOCO1
- electronic energy (eV) = -18699.505
- HOMO level (eV) = -10.39
- E_LUMO (eV) = 0.83
- energy relative to the best compared isomer or geometry (same formula, charge and spin) (kcal per mole) = 36.7
- charge = 0

Element x y z (Å)
C1 2.471929 0.426092 0.452142
O1 1.543740 0.431878 1.510175
C2 1.819469 -0.648251 2.369414
O2 1.779006 -1.879219 1.688156
C3 2.703428 -1.848022 0.627279
O3 2.442076 -0.787398 -0.260290
H1 3.492111 0.623262 0.833997
H2 2.209401 1.244948 -0.244994
H3 1.049194 -0.665454 3.164292
H4 2.803557 -0.510510 2.857303
H5 2.621038 -2.798871 0.066427
H6 3.736401 -1.776626 1.018815
C4 -2.068248 1.890330 -0.733525
O4 -3.418921 1.681774 -1.069953
C5 -3.657671 0.298826 -1.177059
O5 -2.815962 -0.302667 -2.131389
C6 -1.474937 -0.062362 -1.777971
O6 -1.200695 1.314713 -1.680638
H7 -1.856680 1.488955 0.276223
H8 -1.880799 2.981046 -0.708214
H9 -4.707098 0.151053 -1.496913
H10 -3.534004 -0.190559 -0.191842
H11 -0.825775 -0.491210 -2.565447
H12 -1.230558 -0.571725 -0.825988

Force components x, y, z for each atom (eV/Å):
C 0.07 0.82 -0.55
O 0.17 -0.25 -0.05
C -0.39 0.02 0.84
O 0.14 0.27 -0.10
C 0.23 -0.81 -0.40
O -0.02 0.01 0.33
H -0.16 -0.26 0.10
H -0.04 -0.59 0.38
H 0.32 -0.02 -0.62
H -0.03 -0.03 -0.31
H -0.15 0.62 0.30
H -0.21 0.22 0.05
C 0.26 0.81 0.33
O 0.20 -0.22 -0.01
C -0.86 -0.28 -0.02
O 0.04 0.22 0.22
C 0.69 -0.58 -0.36
O -0.26 -0.10 0.13
H -0.08 -0.19 -0.24
H -0.17 -0.64 -0.22
H 0.67 0.20 0.02
H 0.24 0.15 -0.13
H -0.47 0.39 0.35
H -0.19 0.23 -0.02